1.
Here is a molecular structure, C3H5Br2N3 from OMol25. Energies are from ωB97M-V with the def2-TZVPD basis set.

```
13
Properties=species:S:1:pos:R:3:forces:R:3:lowdin_charge:R:1
C -0.40453 1.00010 0.96683 -0.474 0.118 -0.159 0.051
C 1.37899 -0.21571 -0.01473 0.376 -0.363 -0.657 -0.642
C -0.81725 -0.31707 -0.94558 -1.554 -3.188 0.956 -0.264
N 0.56438 -0.53289 -1.01466 0.986 0.402 0.690 0.095
N -1.20023 0.64824 -0.00660 0.429 0.638 0.523 0.135
N 0.85970 0.52950 1.01654 0.047 -0.305 -0.158 0.155
Br 3.16355 -0.70437 0.01081 -0.990 0.266 -0.020 1.108
Br -1.64390 -2.40146 0.15266 0.916 2.365 -1.306 0.394
H -0.73976 1.67927 1.75155 0.002 -0.092 -0.157 0.205
H -1.37162 -0.35942 -1.88133 0.161 0.110 0.193 0.153
H 0.91288 -1.09392 -1.79849 0.028 0.126 0.209 0.198
H -2.16611 0.99128 -0.04341 0.217 -0.028 0.111 0.217
H 1.46391 0.77646 1.80643 -0.145 -0.049 -0.226 0.196
```
Forces are in eV/Å.

Total energy   -5428.8880 a.u.
Lowest unoccupied orbital energy   -10.718 eV
Charge   +2
ΔE to the lowest compared entry with this formula, charge and spin   0.0 kJ/mol
Kohn-Sham gap   7.29 eV
Molar mass   242.90 u

2.
Here is a single C6H8N2 molecule from OMol25. Energies are from ωB97M-V with the def2-TZVPD basis set.

```
16
Properties=species:S:1:pos:R:3:forces:R:3:lowdin_charge:R:1
C -1.89611 2.88705 -1.62241 0.694 -1.419 0.521 0.125
C -1.18286 2.04776 -1.08887 -1.166 2.414 -0.903 -0.184
C -0.39523 1.19388 -0.45805 -0.116 -8.051 2.010 -0.199
C 0.92687 1.12006 0.28009 1.417 2.159 -0.803 -0.142
C 1.03459 -0.38162 0.86731 1.368 1.866 0.034 -0.160
C -0.11984 -2.49950 0.14326 4.668 1.006 4.069 -0.040
N -0.98521 -0.38351 -0.38954 2.175 5.267 -0.436 0.150
N -0.03166 -1.06014 0.23007 -2.273 0.040 -0.989 -0.340
H -2.78694 3.38422 -1.82045 -0.683 0.919 -0.423 0.005
H 1.77920 1.38599 -0.50512 -1.506 -0.654 1.641 0.132
H 0.97680 2.02438 1.07899 0.043 -2.473 -1.503 0.144
H 1.94521 -1.01260 0.53977 -0.744 1.581 1.105 0.138
H 0.94096 -0.16219 1.99753 0.106 -1.364 -1.411 0.132
H 0.07272 -2.77710 1.23669 -0.350 -0.445 -1.278 0.109
H -1.02940 -2.84809 -0.09970 -3.048 -0.909 -1.324 0.038
H 0.75090 -2.91858 -0.38957 -0.587 0.062 -0.309 0.091
```
Forces are in eV/Å.

Total energy   -342.6974 a.u.
Lowest unoccupied orbital energy (spin up / spin down)   0.789 / 0.044 eV
Structure (SMILES)   C#CC1=NN(C)CC1
ΔE to the lowest compared entry with this formula, charge and spin   621.1 kJ/mol
Kohn-Sham gap (spin up / spin down)   8.05 / 6.95 eV
Molar mass   108.14 u

3.
Here is a molecular structure, C2H5ClN2O from OMol25. Energies are from ωB97M-V with the def2-TZVPD basis set.

```
11
Properties=species:S:1:pos:R:3:forces:R:3:lowdin_charge:R:1
C 0.24393 0.57992 -0.43365 -0.480 0.724 -0.740 -0.319
C -0.92795 -0.09114 0.35254 1.954 3.246 0.675 -0.751
N -0.78910 1.24243 -1.03203 2.957 0.496 -1.894 0.019
N -1.73979 0.90348 -0.26315 -4.630 -0.749 1.323 -0.074
O 1.46447 0.25250 -0.93219 -0.113 -1.439 0.221 0.010
Cl -0.88795 0.08502 2.06003 -0.098 -0.292 1.163 0.647
H 1.35690 -1.30241 1.04973 1.174 -1.798 2.095 0.024
H -1.05624 -1.04542 0.03004 -0.690 -2.845 -0.857 0.075
H -1.02169 1.87330 -1.81860 1.048 -0.324 0.548 0.187
H 1.70277 -1.81913 1.61871 -1.068 1.617 -1.936 0.100
H 1.65464 -0.67854 -0.63143 -0.055 1.364 -0.599 0.083
```
Forces are in eV/Å.

Total energy   -723.9466 a.u.
Lowest unoccupied orbital energy (spin up / spin down)   0.561 / 0.591 eV
ΔE to the lowest compared entry with this formula, charge and spin   497.7 kJ/mol
Kohn-Sham gap (spin up / spin down)   7.98 / 7.92 eV
Molar mass   108.53 u

4.
Here is 16 unconnected molecules or ions with the total composition H32O16 from OMol25. Energies are from ωB97M-V with the def2-TZVPD basis set.

```
48
Properties=species:S:1:pos:R:3:forces:R:3:lowdin_charge:R:1
O 0.32643 0.03399 -2.94764 0.311 -0.256 -0.663 -0.035
H 0.21752 -0.80831 -2.49749 0.028 -0.621 1.432 0.010
H 0.56840 -0.31840 -3.79972 0.185 0.415 -1.060 0.095
O -1.46248 0.61607 3.01852 -0.206 -1.669 -0.352 -0.033
H -1.61642 0.98039 3.87747 -0.156 0.276 0.740 0.068
H -1.18095 1.33914 2.47071 -0.009 1.280 -0.580 -0.022
O -0.79043 2.98480 -0.81764 0.678 0.451 -0.084 -0.073
H 0.15679 3.23701 -0.83309 -0.704 -0.322 -0.354 0.047
H -0.75499 2.01816 -0.76320 0.109 0.068 0.199 0.000
O 1.97994 1.97234 -2.10403 -0.926 -1.024 0.266 -0.095
H 1.36622 1.25066 -2.41920 0.741 1.380 0.263 -0.004
H 2.25362 1.59095 -1.24722 0.173 0.332 -0.786 -0.028
O 0.50368 -1.44550 2.81807 -0.216 -1.092 -0.033 -0.041
H 1.35469 -1.05845 2.69075 0.886 0.250 0.005 -0.006
H -0.08235 -0.69181 2.81870 -0.774 0.512 0.399 -0.031
O -0.09688 0.37866 0.29551 -1.202 0.289 -0.151 -0.063
H 0.73075 -0.06100 0.09763 0.053 -0.396 -0.213 -0.015
H -0.82179 -0.29003 0.21370 0.813 0.390 0.165 0.039
O 3.37103 -0.66612 -2.34874 1.592 -0.587 0.283 -0.020
H 2.92399 -0.80643 -1.52062 -0.597 0.074 0.160 -0.024
H 2.70811 -0.48258 -2.98724 -0.807 0.405 -0.629 -0.002
O -2.48835 -3.61530 0.14904 0.229 -1.215 -0.372 -0.044
H -2.46463 -2.69329 -0.05254 0.142 1.678 0.699 -0.062
H -2.84122 -3.87792 -0.69671 -0.404 -1.092 -0.387 0.030
O 1.30850 1.42958 2.45197 -0.753 0.120 1.107 -0.032
H 2.20112 1.50585 2.17979 1.081 0.117 -0.504 0.009
H 0.89848 0.79020 1.86018 -0.247 -0.039 -0.431 -0.010
O -2.41178 -1.02022 -0.16641 0.255 -0.192 0.748 -0.036
H -2.85362 -0.50989 0.51676 -0.261 0.238 -0.081 0.081
H -2.42321 -0.52106 -0.97823 -0.425 0.752 -1.019 0.019
O -2.21341 0.32735 -2.59393 -1.182 -0.661 1.522 -0.011
H -2.45286 0.64884 -3.43347 -1.107 0.733 -1.480 0.042
H -1.27742 0.28452 -2.69104 1.607 0.133 0.082 -0.038
O -2.75112 -1.93332 2.73440 -0.189 0.715 -0.858 -0.058
H -2.25127 -1.20845 2.30649 0.033 -0.446 0.968 -0.013
H -3.57877 -1.90321 2.23252 0.040 -0.436 0.336 0.035
O -0.82454 3.00192 1.99676 -0.479 0.593 0.271 -0.064
H 0.07719 2.67177 1.99071 0.540 0.024 0.064 -0.008
H -0.95458 3.44278 1.14774 -0.118 -0.319 -0.227 0.028
O 1.93535 -1.19910 0.21382 2.320 0.488 0.106 -0.022
H 2.90020 -1.15554 0.33591 -0.114 1.158 0.347 0.092
H 1.97511 -2.12230 0.07470 -1.327 -2.167 -0.358 0.064
O 3.13347 1.58643 0.24552 0.156 0.917 0.656 -0.045
H 3.10345 2.56490 0.31937 0.046 -0.752 -0.199 0.103
H 3.79237 1.31909 0.88777 0.436 -0.082 -0.032 0.069
O -0.08790 -2.30733 -1.74058 0.174 0.389 -2.134 -0.011
H -0.35040 -2.67423 -0.92286 -0.688 -0.720 1.724 0.030
H -0.75505 -2.60563 -2.38292 0.264 -0.091 0.445 0.092
```
Forces are in eV/Å.

Total energy   -1223.0073 a.u.
Lowest unoccupied orbital energy   -0.485 eV
ΔE to the lowest compared entry with this formula, charge and spin   502.6 kJ/mol
Kohn-Sham gap   10.01 eV
Molar mass   288.24 u

5.
Here is a molecular structure, C16H24N8 from OMol25. Energies are from ωB97M-V with the def2-TZVPD basis set.

```
48
Properties=species:S:1:pos:R:3:forces:R:3:lowdin_charge:R:1
C 0.52761 0.47303 -2.98099 1.895 0.556 -1.403 -0.050
C 1.66320 0.12600 -3.83844 0.446 0.291 -2.542 -0.290
N 2.53582 -0.21241 -4.52356 -0.915 1.216 0.651 0.160
H -0.22680 -0.31368 -2.98863 0.123 0.817 -0.718 0.045
H 0.22690 1.47553 -3.28539 -0.510 -0.132 0.486 0.113
H 1.02875 0.34155 -2.02199 -0.474 2.808 -1.163 0.052
C -4.21659 0.66492 0.30749 0.156 -0.285 -0.050 -0.020
C -3.09594 0.09229 -0.45004 0.717 -0.656 -1.325 -0.138
N -2.18418 -0.34950 -1.03352 -3.588 5.696 3.347 0.063
H -3.83712 0.91473 1.29829 -0.142 0.120 0.075 0.085
H -5.03776 -0.04348 0.41682 0.112 -0.077 -0.033 0.090
H -4.60783 1.56155 -0.17323 0.192 -0.032 -0.046 0.095
C -0.46309 0.88432 0.65111 -1.198 -0.563 -0.231 -0.047
C 0.07955 -0.12537 -0.27279 0.232 -0.018 -0.088 -0.074
N 0.49756 -0.91307 -1.03028 -7.644 1.928 10.780 0.037
H -0.16505 0.54138 1.64190 -1.062 0.278 -0.512 0.054
H -1.55063 0.94890 0.61684 0.499 -0.399 -0.160 0.065
H -0.13347 1.92115 0.58453 -0.028 -1.055 -1.519 0.067
C 0.80975 -1.49112 2.57333 -0.843 -0.284 0.841 -0.107
C 0.93493 -2.76303 1.91601 -0.019 -1.824 -1.195 -0.248
N 1.05697 -3.76256 1.34002 -0.136 1.320 0.838 0.153
H 0.75990 -0.67665 1.85066 0.596 -0.774 0.269 0.022
H 1.61259 -1.36408 3.29957 -1.047 -0.880 -0.583 0.038
H -0.09292 -1.40624 3.17838 -0.338 -0.337 -0.171 0.118
C 2.00577 -1.71476 -2.24510 4.778 -2.669 -2.933 -0.141
C 1.42867 -2.38969 -3.37516 0.229 0.046 0.767 -0.324
N 0.99956 -2.87881 -4.31019 -0.822 -0.862 -0.984 0.164
H 2.92000 -1.28783 -2.65741 0.494 -0.537 0.565 0.084
H 2.16866 -2.47557 -1.48172 0.069 0.316 0.388 0.103
H 1.32046 -0.96630 -1.84729 3.736 -1.564 -2.755 -0.142
C 2.70631 0.24100 3.47194 1.095 -0.212 -0.482 -0.040
C 1.89246 1.08397 2.62040 0.634 0.937 1.342 -0.136
N 1.22983 1.72310 1.93714 4.933 -2.742 1.144 0.034
H 2.24577 -0.09107 4.40238 -0.140 0.471 -0.071 0.110
H 3.72074 0.58279 3.67737 -0.222 0.449 -0.171 0.109
H 2.73844 -0.61828 2.80208 1.472 0.185 0.480 0.071
C -1.71538 -2.06759 -2.06006 0.253 -2.541 -1.359 -0.138
C -2.12175 -1.23042 -3.20906 -0.038 -1.974 0.490 -0.289
N -2.39561 -0.54616 -4.08234 -0.288 0.438 -0.536 0.154
H -2.45844 -2.01823 -1.26411 0.203 -1.370 -0.841 0.076
H -0.78927 -1.62714 -1.69069 -0.676 -0.892 -0.372 0.006
H -1.43886 -3.10743 -2.23432 -0.313 -0.150 -1.003 0.095
C 0.22981 3.71491 2.00401 -2.235 2.148 1.157 -0.107
C -0.68481 4.05524 3.12796 -1.303 0.328 1.990 -0.245
N -1.39337 4.26251 4.04158 1.772 -0.539 -2.378 0.104
H 1.24792 3.66792 2.39046 -0.311 0.759 -0.355 0.083
H 0.03321 4.45894 1.23209 0.451 0.049 -0.124 0.100
H -0.01211 2.70457 1.67418 -0.795 2.213 0.494 -0.017
```
Forces are in eV/Å.

Total energy   -1061.5495 a.u.
Lowest unoccupied orbital energy   -0.400 eV
ΔE to the lowest compared entry with this formula, charge and spin   1341.1 kJ/mol
Kohn-Sham gap   8.73 eV
Molar mass   328.42 u

6.
Here is 2 unconnected molecules or ions with the total composition C2H2NOS2 from OMol25. Energies are from ωB97M-V with the def2-TZVPD basis set.

```
8
Properties=species:S:1:pos:R:3:forces:R:3:lowdin_charge:R:1
C -0.78611 1.25110 0.04493 1.304 1.162 1.065 -0.397
C -0.63913 -1.25445 -0.22272 -0.563 3.254 1.007 -0.861
N -0.91823 -0.10811 -0.04391 -0.260 -1.186 -1.169 0.073
O -1.63977 1.90111 0.58450 -0.811 0.435 -0.105 0.021
S 2.14050 0.19560 0.24862 0.723 2.762 1.388 -0.062
S -0.49957 -2.77347 -0.13597 0.416 -2.528 -0.368 0.700
H 0.22147 1.71728 -0.17788 -0.786 -1.155 -0.488 0.045
H 2.12084 -0.92905 -0.29756 -0.023 -2.744 -1.330 -0.519
```
Forces are in eV/Å.

Total energy   -1003.7950 a.u.
Lowest unoccupied orbital energy   3.127 eV
Charge   -1
ΔE to the lowest compared entry with this formula, charge and spin   146.4 kJ/mol
Kohn-Sham gap   6.14 eV
Molar mass   120.18 u

F_max per entry: 3.67 8.30 4.87 2.57 13.36 3.45 eV/A